A molecular structure, F3Li2Sr3 at a distorted geometry, computed with ωB97M-V/def2-TZVPD.

Cartesian coordinates (Å):
Sr: -23.527830 3.476020 9.914260
Sr: -20.005440 3.945860 12.231840
Sr: -21.340580 7.625540 10.725410
Li: -20.116730 3.299870 8.542580
Li: -18.155700 5.280100 9.879110
F: -23.654200 6.068390 10.939370
F: -21.497060 7.327250 8.115440
F: -21.013150 5.099670 10.022570

Cartesian forces (eV/Å) of the 3 atoms listed first:
Sr -1.8 2.7 0.2
Sr -0.2 -0.2 0.9
Sr -2.6 0.4 -3.2

Calculated values
2S+1: 2
total charge: +4
lowest unoccupied orbital energy (alpha / beta): -16.2 / -17.1 eV
calculated total energy: -405.223128 Eh
frontier orbital gap (alpha / beta): 5.2 / 4.0 eV

Löwdin population analysis, charges in e, atoms 1 to 4: Sr 1.702; Sr 1.502; Sr 1.594; Li 0.773